(1)
{
  "formula": "C13H32Cl8O4Si2",
  "method": "ωB97M-V/def2-TZVPD",
  "lumo_ev": 0.23,
  "largest_force_ev_per_a": 2.05,
  "e_homo_ev": -9.25,
  "gap_ev": 9.48,
  "elements": ["C", "C", "C", "C", "O", "Si", "O", "Si", "C", "O", "O", "H", "H", "H", "H", "H", "H", "H", "H", "H", "H", "H", "H", "H", "H", "H", "H", "Cl", "C", "C", "Cl", "H", "H", "H", "H", "Cl", "C", "C", "Cl", "H", "H", "H", "H", "Cl", "C", "C", "Cl", "H", "H", "H", "H", "Cl", "C", "C", "Cl", "H", "H", "H", "H"],
  "xyz": [[0.35596, -3.67307, 3.54837], [1.07703, -2.44097, 2.78503], [1.92914, -2.91444, 1.52389], [1.62473, -2.08017, 0.22313], [2.41652, -0.87535, 0.11166], [1.60273, 0.34942, -0.75455], [2.63379, 1.25833, -1.79552], [1.74041, 2.47567, -2.63100], [2.56156, 4.20943, -2.52145], [1.84894, 5.21771, -3.27559], [0.48788, 5.18493, -2.93672], [0.42730, -3.47694, 4.65894], [0.86594, -4.65547, 3.35348], [-0.73306, -3.78632, 3.27192], [1.75282, -1.95913, 3.54917], [0.27155, -1.69836, 2.48496], [1.65013, -3.98173, 1.32006], [3.01673, -2.91897, 1.80972], [1.91569, -2.74714, -0.64975], [0.51394, -1.89692, 0.08290], [0.49080, -0.19619, -1.54469], [1.01705, 1.32676, 0.19210], [1.59454, 2.18426, -4.07368], [0.40061, 2.61530, -2.01167], [2.65399, 4.60417, -1.46930], [3.56788, 4.13090, -3.03042], [0.07257, 5.87989, -3.48734], [-1.18635, 8.97071, -3.03694], [-2.85463, 8.52133, -2.60335], [-3.07878, 7.02787, -2.68151], [-3.03015, 6.42905, -4.35943], [-3.53314, 9.06309, -3.26172], [-3.02106, 8.86662, -1.58244], [-4.06400, 6.77970, -2.28533], [-2.33295, 6.48027, -2.10517], [-2.63341, -4.17229, 1.59096], [-3.87968, -3.06048, 2.21939], [-3.42097, -1.62197, 2.17612], [-2.11248, -1.30836, 3.33918], [-4.13385, -3.37166, 3.23276], [-4.76326, -3.18735, 1.59259], [-4.24608, -0.95865, 2.43973], [-3.06166, -1.34052, 1.17839], [-2.70131, 0.45821, 0.14976], [-3.05094, 0.79901, -1.56384], [-4.24425, 0.01644, -2.06436], [-3.90702, -1.73024, -2.16162], [-2.15403, 0.57757, -2.14216], [-3.25059, 1.86842, -1.64139], [-4.50648, 0.34594, -3.07022], [-5.11337, 0.15749, -1.42219], [3.22175, -5.51347, 2.50594], [4.83393, -5.87262, 1.84011], [5.92167, -5.75201, 2.88429], [6.17573, -4.06483, 3.39639], [5.00949, -5.20092, 0.99954], [4.79907, -6.89387, 1.45890], [6.86857, -6.10450, 2.47372], [5.69307, -6.34360, 3.77025]],
  "atomic_forces_ev_per_a": [[0.21, 0.58, 0.14], [-0.22, -0.72, 0.38], [-1.00, 0.73, 0.36], [0.47, -1.77, -0.48], [-1.46, 1.05, -0.97], [1.66, 0.19, 0.52], [-2.03, 0.25, 0.18], [0.64, -0.01, 0.51], [0.10, 0.24, 0.37], [1.68, -0.02, -0.89], [-1.55, -0.29, 0.65], [-0.24, -0.32, -1.13], [-0.42, 0.97, 0.14], [1.40, 0.20, 0.29], [-0.70, -0.27, -0.95], [1.19, -0.86, 0.31], [0.17, 1.15, -0.11], [-1.02, 0.21, -0.69], [-0.29, 0.73, 0.79], [1.09, -0.08, 0.53], [0.01, -0.27, -0.21], [0.14, -0.11, 0.05], [0.08, -0.21, 0.11], [0.04, -0.34, 0.01], [0.22, -0.63, -0.86], [-1.00, 0.41, 0.66], [0.73, -0.31, 0.11], [0.02, -0.03, -0.04], [-0.15, 0.00, 0.09], [-0.07, 0.02, 0.21], [0.08, -0.04, -0.02], [0.10, -0.09, -0.03], [0.04, -0.09, -0.03], [0.03, 0.09, -0.05], [0.01, 0.08, -0.10], [-0.14, -0.02, -0.09], [-0.20, 0.07, 0.08], [-0.17, -0.28, -0.24], [-0.14, 0.16, 0.10], [0.13, -0.01, -0.07], [0.09, 0.06, -0.03], [0.00, -0.09, 0.01], [-0.22, -0.66, 0.74], [0.27, 0.77, -0.59], [-0.01, 0.17, -0.24], [-0.05, 0.15, -0.05], [0.00, -0.02, 0.10], [-0.06, -0.07, 0.10], [-0.05, -0.07, 0.02], [0.10, 0.00, 0.04], [0.11, -0.05, 0.01], [0.36, -0.51, 0.24], [0.12, -0.13, -0.07], [0.05, -0.15, -0.06], [-0.04, 0.01, 0.02], [-0.03, 0.04, 0.13], [0.03, 0.03, 0.09], [-0.07, 0.05, -0.05], [-0.07, 0.11, -0.06]]
}

***

(2)
{
  "formula": "C13H32N5O7",
  "method": "ωB97M-V/def2-TZVPD",
  "total_charge": 1,
  "lumo_ev": -3.32,
  "largest_force_ev_per_a": 0.25,
  "e_homo_ev": -12.40,
  "gap_ev": 9.07,
  "elements": ["C", "C", "C", "C", "C", "C", "O", "C", "C", "N", "C", "C", "N", "H", "H", "H", "H", "H", "H", "H", "H", "H", "H", "H", "H", "H", "H", "H", "H", "H", "H", "H", "H", "H", "H", "H", "C", "N", "O", "O", "H", "H", "H", "C", "N", "O", "O", "H", "H", "H", "C", "N", "O", "O", "H", "H", "H"],
  "xyz": [[-0.72731, 2.60238, 2.74571], [-0.97977, 2.48168, 1.24281], [-2.26679, 1.70328, 0.96769], [0.24247, 1.91490, 0.49515], [0.02825, 1.89448, -1.02137], [0.60218, 0.53380, 1.01219], [1.71949, -0.02025, 0.26758], [2.86584, -0.27577, 1.00195], [3.58520, 0.94742, 1.60322], [4.56356, 1.55257, 0.71427], [4.18310, 1.49784, -0.68255], [4.01355, 0.05932, -1.20778], [3.78725, -0.87325, -0.03763], [-0.85661, 1.64490, 3.25822], [0.28226, 2.96713, 2.95963], [-1.42973, 3.29999, 3.20089], [-1.12811, 3.48491, 0.83263], [-2.53093, 1.71384, -0.09026], [-2.20727, 0.66360, 1.30379], [-3.09438, 2.15833, 1.51409], [1.08892, 2.57554, 0.72731], [-0.38971, 0.94198, -1.35692], [-0.68139, 2.67337, -1.30047], [0.95337, 2.06983, -1.57321], [-0.23150, -0.15826, 0.88046], [0.85945, 0.54860, 2.07477], [2.70204, -1.05308, 1.75993], [2.81238, 1.67948, 1.85124], [4.07237, 0.66562, 2.53658], [5.50772, 1.23066, 0.88100], [3.23800, 2.02993, -0.79320], [4.92904, 2.01592, -1.28244], [3.14751, -0.04085, -1.85545], [4.89492, -0.31089, -1.72854], [4.67889, -1.09692, 0.40633], [3.38047, -1.74748, -0.37025], [-3.30273, 4.91620, -3.73174], [-2.85655, 3.85687, -2.78595], [-2.82996, 2.70950, -3.17727], [-2.54306, 4.21360, -1.66597], [-3.54530, 4.44526, -4.67595], [-4.16393, 5.40124, -3.28212], [-2.48682, 5.62679, -3.82282], [-0.80671, -2.79024, -0.59161], [-1.83903, -3.80896, -0.93599], [-2.91734, -3.72895, -0.38944], [-1.51092, -4.66122, -1.73380], [-1.23916, -2.10044, 0.12350], [0.03718, -3.33507, -0.17809], [-0.52317, -2.29461, -1.51570], [-3.19357, -6.87656, 0.52317], [-2.77006, -7.62400, 1.73894], [-1.58047, -7.82117, 1.89343], [-3.64300, -7.96950, 2.50441], [-2.31007, -6.65095, -0.06074], [-3.88681, -7.50488, -0.02778], [-3.70324, -5.97745, 0.85416]],
  "atomic_forces_ev_per_a": [[0.04, 0.01, 0.03], [-0.07, -0.06, -0.01], [-0.06, 0.01, 0.01], [0.08, -0.07, 0.03], [-0.07, 0.04, 0.01], [0.04, -0.04, 0.14], [0.13, 0.00, -0.03], [-0.02, -0.05, -0.04], [-0.02, 0.14, -0.03], [0.04, -0.25, -0.04], [-0.03, 0.07, 0.03], [-0.02, 0.01, -0.05], [-0.04, 0.00, 0.11], [0.02, 0.00, -0.03], [-0.04, 0.03, -0.01], [-0.02, -0.02, -0.01], [0.05, 0.01, 0.05], [0.02, -0.01, 0.00], [0.02, 0.04, 0.01], [0.01, 0.00, -0.03], [-0.07, 0.03, -0.04], [-0.02, 0.04, -0.01], [0.07, -0.02, -0.06], [0.01, -0.08, 0.02], [0.09, 0.02, -0.03], [-0.06, 0.02, -0.02], [-0.02, 0.03, -0.04], [0.02, -0.03, 0.03], [0.00, 0.00, -0.01], [-0.01, 0.08, 0.04], [0.00, 0.01, -0.02], [-0.03, -0.01, -0.01], [0.01, 0.02, -0.01], [0.02, 0.00, 0.04], [-0.03, 0.01, -0.02], [0.01, 0.00, -0.01], [-0.02, -0.02, -0.01], [-0.01, -0.05, 0.07], [0.02, 0.02, -0.01], [0.01, 0.04, -0.03], [0.00, 0.00, 0.00], [0.00, 0.01, 0.00], [0.00, 0.01, 0.00], [-0.06, 0.04, 0.00], [0.02, -0.06, 0.02], [0.02, 0.03, -0.01], [-0.01, 0.02, 0.02], [-0.02, -0.02, -0.01], [0.01, 0.01, 0.00], [0.01, -0.01, 0.00], [0.00, -0.02, -0.08], [0.00, 0.07, 0.05], [-0.01, 0.01, 0.00], [0.03, -0.02, -0.03], [-0.01, 0.00, -0.02], [-0.01, -0.03, 0.04], [0.00, 0.00, 0.02]]
}

***

(3)
{
  "formula": "C13H32NO5Zn",
  "method": "ωB97M-V/def2-TZVPD",
  "total_charge": -1,
  "lumo_ev": 2.53,
  "largest_force_ev_per_a": 2.62,
  "de_lowest_kj_mol": 124.1,
  "e_homo_ev": -4.04,
  "gap_ev": 6.57,
  "elements": ["Zn", "C", "C", "O", "H", "H", "H", "H", "H", "C", "C", "O", "H", "H", "H", "H", "H", "C", "C", "C", "O", "H", "H", "H", "H", "H", "H", "H", "C", "O", "C", "C", "N", "C", "C", "O", "C", "H", "H", "H", "H", "H", "H", "H", "H", "H", "H", "H", "H", "H", "H", "H"],
  "xyz": [[-0.70937, 1.03008, 1.21676], [-2.94812, -1.19973, 1.63873], [-1.84026, -1.28580, 2.68391], [-1.09648, -0.10064, 2.84999], [-3.58998, -0.36206, 1.91957], [-3.47530, -2.13512, 1.44775], [-2.41765, -0.91725, 0.72851], [-1.09201, -2.03124, 2.33615], [-2.13966, -1.64426, 3.68029], [-3.15673, 3.28470, -1.54698], [-3.29158, 2.36731, -0.34523], [-2.11732, 1.82722, 0.09290], [-2.63840, 2.83512, -2.40413], [-2.47171, 4.11310, -1.33558], [-4.14540, 3.62592, -1.86010], [-4.06446, 1.60821, -0.55172], [-3.76956, 2.96119, 0.45215], [3.02834, 2.67927, 1.51839], [1.58164, 3.12646, 1.57820], [1.04489, 3.65183, 0.22063], [0.79564, 2.08616, 2.05811], [3.39773, 2.39312, 2.50466], [3.65910, 3.48585, 1.11182], [3.21962, 1.80025, 0.89392], [1.53883, 3.97068, 2.29360], [1.49868, 4.63166, 0.02499], [-0.03394, 3.71412, 0.32522], [1.40421, 2.98975, -0.57201], [-0.53083, -3.41566, -2.92216], [-0.55571, -2.34612, -1.99844], [0.16921, -1.20442, -2.47691], [-0.08834, -0.07221, -1.49724], [0.11572, -0.38901, -0.06091], [1.47735, -0.67294, 0.46844], [2.18853, -1.95468, 0.04775], [2.10555, -2.91446, 1.06506], [2.87229, -4.05299, 0.79799], [-1.47144, -3.95297, -2.76502], [0.33000, -4.06478, -2.78022], [-0.67497, -3.06344, -3.94959], [-0.28845, -0.94418, -3.44146], [1.20392, -1.44448, -2.73295], [-1.10057, 0.32419, -1.57849], [0.56949, 0.74338, -1.82620], [-0.24005, -1.35404, -0.08987], [1.43619, -0.70903, 1.55991], [2.06241, 0.22873, 0.27025], [3.21260, -1.77381, -0.31761], [1.79091, -2.38264, -0.88188], [2.67395, -4.81863, 1.54246], [3.94669, -3.83364, 0.80661], [2.62482, -4.43808, -0.20002]],
  "atomic_forces_ev_per_a": [[-0.41, 0.68, 1.77], [0.68, 0.48, 0.37], [1.93, 0.26, 0.09], [-0.88, 0.13, -0.89], [-0.32, -0.20, -0.21], [-0.19, -0.01, 0.21], [-0.37, 0.09, -0.28], [-0.38, -0.50, -0.07], [-0.53, 0.00, -0.09], [0.73, 0.10, -0.45], [0.06, -0.11, 0.86], [0.79, -0.31, -0.41], [-0.38, -0.51, 0.06], [-0.43, 0.24, 0.35], [0.06, 0.26, -0.09], [0.01, -0.31, -0.32], [-0.07, 0.28, 0.11], [0.88, 0.32, -0.29], [-1.09, -0.81, -0.07], [1.25, 0.15, 0.89], [-0.35, -0.25, -0.63], [-0.11, 0.20, 0.11], [0.08, -0.07, 0.19], [-0.40, 0.08, -0.17], [0.03, 0.10, -0.03], [-0.26, 0.10, -0.14], [-0.09, -0.03, -0.44], [-0.49, -0.17, -0.14], [-1.44, 0.23, 0.25], [0.71, 0.11, -0.44], [-1.41, -0.39, -0.21], [1.39, 0.85, -0.25], [0.42, -2.41, -0.95], [0.69, 1.04, -0.13], [-0.06, 0.05, -1.47], [0.13, 0.03, 0.55], [0.10, 0.04, -0.46], [0.34, -0.40, 0.34], [0.17, -0.04, -0.22], [0.68, 0.13, -0.09], [0.04, 0.31, 0.01], [0.27, -0.02, 0.54], [-0.09, -0.23, 0.03], [-0.04, 0.12, 0.36], [-0.95, 0.51, 0.92], [-0.45, 0.10, -0.02], [0.19, -0.27, -0.14], [0.34, 0.21, 0.89], [-0.64, -0.09, 0.10], [-0.17, 0.07, 0.09], [0.05, 0.09, 0.02], [0.01, -0.20, 0.01]]
}